Formula: C4H6S2
Source: OMol25
Level of theory: wB97M-V/def2-TZVPD

Output
SMILES: C=C(C)SC=S
Relative energy (zero: lowest compared OMol25 entry of this formula, charge and spin): 80.9 kcal per mole
E_HOMO: -0.312 Ha

CARTESIAN COORDINATES (ANGSTROEM)
C (0.64220, 1.04616, 0.34056)
C (0.46451, -0.31805, -0.17928)
C (1.54333, -1.31694, -0.29756)
C (-2.19363, -0.11783, -0.31070)
H (0.02429, 2.04951, 0.04897)
H (1.55882, 1.57594, -0.14280)
H (0.80010, 1.04620, 1.46008)
H (1.47613, -2.54216, -0.22580)
H (2.54557, -0.76320, -0.27711)
H (-2.18922, 0.60626, -1.13899)
S (-0.92458, -0.88774, 0.65027)
S (-3.74751, -0.37816, 0.07234)

Force components x, y, z for each atom (eV/Å):
C 2.936 5.572 -1.322
C 3.709 -4.464 1.315
C -1.989 2.657 0.648
C -1.425 -0.122 0.772
H -0.023 -3.160 0.692
H -0.484 -1.371 1.006
H -0.336 0.049 -1.326
H -0.152 3.712 -0.404
H -1.181 -1.465 -0.399
H 1.653 -0.400 0.260
S -2.465 -0.712 -1.509
S -0.244 -0.295 0.267

***

Formula: C4H11NO2
Source: OMol25
Level of theory: wB97M-V/def2-TZVPD

Output
SMILES: CC[C@H](N)C=O.O
Relative energy (zero: lowest compared OMol25 entry of this formula, charge and spin): 28.7 kcal per mole
E_HOMO: -0.352 Ha

CARTESIAN COORDINATES (ANGSTROEM)
O (1.08452, 1.13690, 1.76308)
C (0.30960, 1.52473, 0.92645)
C (-0.18886, 0.69127, -0.23838)
C (0.68985, -0.53504, -0.45624)
C (0.14571, -1.49367, -1.53154)
N (-0.26255, 1.56206, -1.40153)
H (-0.07372, 2.56178, 0.97486)
H (-1.18254, 0.31902, 0.04109)
H (0.80357, -1.02219, 0.50438)
H (1.66159, -0.17102, -0.78253)
H (0.35182, -2.52188, -1.20585)
H (-0.92310, -1.40935, -1.69638)
H (0.71626, -1.38143, -2.45568)
H (0.11083, 1.11637, -2.23130)
H (-1.21393, 1.80785, -1.64914)
H (-1.00011, -0.81436, 3.85765)
H (-0.34595, -0.28149, 2.58740)
O (-0.68300, -1.08954, 2.99366)

Force components x, y, z for each atom (eV/Å):
O -0.085 -0.105 0.127
C 0.086 0.175 0.033
C -0.042 -0.339 0.022
C -0.355 0.365 -0.412
C 0.808 -0.518 0.529
N -0.247 0.168 -0.572
H -0.060 0.007 -0.161
H -0.133 0.087 0.113
H 0.130 -0.158 0.076
H 0.291 -0.050 0.215
H -0.185 0.160 -0.120
H -0.118 0.119 -0.127
H -0.407 0.129 -0.148
H 0.165 -0.045 0.171
H 0.060 0.060 0.198
H 0.002 -0.006 0.053
H 0.220 -0.106 0.160
O -0.130 0.055 -0.155

***

Formula: C13H17CoF6N2O4S2
Source: OMol25
Level of theory: wB97M-V/def2-TZVPD

Output
Multiplicity: 5
E_HOMO (spin up / spin down): -0.325 / -0.328 Ha

CARTESIAN COORDINATES (ANGSTROEM)
Co (0.25520, -0.01720, 0.25234)
C (-1.48170, 3.54400, -0.98906)
C (-0.74730, 2.89920, 0.14594)
C (0.62890, 3.08200, 0.29994)
C (1.31280, 2.50080, 1.35684)
C (0.64370, 1.66450, 2.24834)
C (-0.73400, 1.47430, 2.10724)
C (-1.42510, 2.12020, 1.07954)
H (-1.39880, 2.91760, -1.87686)
H (-1.05880, 4.51860, -1.22336)
H (-2.53730, 3.65510, -0.75386)
H (1.16600, 3.69100, -0.41536)
H (2.36950, 2.68170, 1.48774)
H (1.17320, 1.23710, 3.08844)
H (-1.28330, 0.92310, 2.85654)
H (-2.49950, 2.02930, 1.01674)
F (5.81430, -0.00990, -1.12666)
C (4.59840, 0.50090, -1.26076)
F (4.70700, 1.82320, -1.39316)
F (4.06020, 0.02660, -2.38166)
S (3.44940, 0.05890, 0.16004)
O (2.16380, 0.49300, -0.35926)
O (3.93110, 0.73190, 1.31444)
N (3.60110, -1.50300, 0.17004)
S (2.31040, -2.37740, 0.29914)
O (2.58890, -3.72750, 0.62354)
O (1.25170, -1.73080, 1.05564)
C (1.67660, -2.45610, -1.49016)
F (2.70370, -2.52800, -2.33066)
F (0.91100, -3.52520, -1.68176)
F (0.95210, -1.37870, -1.83986)
C (-3.56850, -0.82040, -0.95036)
C (-2.45830, -1.41010, -0.05636)
C (-2.09930, -2.83450, -0.54586)
C (-2.94540, -1.50980, 1.41044)
N (-1.33560, -0.59790, -0.09256)
H (-4.43800, -1.46930, -0.94376)
H (-3.20730, -0.71950, -1.96936)
H (-3.85330, 0.16320, -0.58896)
H (-2.94950, -3.49650, -0.40086)
H (-1.25040, -3.20890, 0.02124)
H (-1.83650, -2.81330, -1.59936)
H (-3.71300, -2.27360, 1.49474)
H (-3.34580, -0.55390, 1.73654)
H (-2.10220, -1.77490, 2.04444)

Force components x, y, z for each atom (eV/Å):
Co 0.228 0.413 0.032
C 0.053 -0.103 -0.034
C -0.007 0.027 0.195
C 0.003 -0.054 0.192
C -0.121 0.223 0.023
C -0.178 0.168 0.055
C 0.053 0.410 0.123
C 0.297 0.071 0.118
H -0.050 0.011 -0.124
H -0.034 0.053 -0.032
H -0.064 0.054 -0.032
H 0.018 0.060 -0.005
H 0.018 -0.048 -0.049
H 0.021 -0.128 -0.033
H 0.007 -0.204 -0.060
H -0.087 -0.127 -0.076
F -0.189 -0.042 0.346
C -0.107 -0.061 -0.313
F -0.174 -0.059 0.400
F -0.070 -0.124 -0.008
S 1.216 0.101 -0.623
O -0.460 0.339 -0.351
O 0.230 0.025 0.320
N 0.116 0.167 0.257
S -0.346 -0.581 -0.897
O 0.320 -0.153 0.042
O -0.306 0.192 0.087
C 0.027 -0.160 -0.270
F 0.119 -0.053 0.201
F 0.049 -0.017 0.336
F 0.044 -0.044 0.211
C 0.285 -0.193 0.208
C -1.161 -0.502 0.154
C 0.130 0.459 0.076
C 0.142 -0.024 -0.412
N 0.464 0.050 -0.155
H -0.215 -0.075 -0.016
H 0.036 -0.013 -0.152
H -0.093 0.152 0.056
H -0.076 -0.056 -0.007
H 0.043 -0.119 0.054
H 0.054 -0.037 -0.131
H -0.177 -0.041 0.101
H -0.084 0.121 0.100
H 0.024 -0.078 0.092

***

Formula: C30H33AsCl2N6OPdS
Source: OMol25
Level of theory: wB97M-V/def2-TZVPD

Output
Relative energy (zero: lowest compared OMol25 entry of this formula, charge and spin): 0.0 kcal per mole
Charge: +2
E_HOMO: -0.497 Ha

CARTESIAN COORDINATES (ANGSTROEM)
Pd (0.44167, -0.97139, 0.75587)
N (-2.37096, -0.99697, 2.70782)
C (-1.27870, -1.26367, 3.41438)
N (-1.42663, -1.53747, 4.70611)
C (-0.31948, -1.84529, 5.37498)
N (-0.41213, -2.11550, 6.67033)
N (0.92311, -1.91607, 4.82019)
C (0.97082, -1.60881, 3.55929)
N (-0.06795, -1.23857, 2.79190)
C (2.29039, -1.66254, 2.87889)
C (3.44507, -1.94624, 3.58287)
C (4.65832, -1.93830, 2.91381)
C (4.67422, -1.62058, 1.56607)
C (3.47674, -1.35835, 0.92678)
N (2.30298, -1.39798, 1.55981)
H (-3.25112, -0.98931, 3.19435)
H (-2.32743, -0.77527, 1.72518)
H (-1.31004, -2.09576, 7.12243)
H (0.41190, -2.36345, 7.18963)
H (3.36627, -2.16169, 4.63808)
H (5.57672, -2.15922, 3.43993)
H (5.59840, -1.57140, 1.00868)
H (3.46162, -1.09008, -0.11644)
Cl (0.38244, -4.63459, 1.28035)
C (-1.28384, -4.55495, 0.70951)
Cl (-1.62395, -3.02119, -0.09743)
H (-1.93918, -4.64782, 1.56753)
H (-1.44823, -5.35110, -0.00651)
O (-1.28598, 0.00246, 0.10635)
S (-1.06087, 1.54276, 0.24312)
C (-2.10832, 2.05881, 1.57116)
C (-1.45547, 2.46985, 2.72583)
C (-2.20878, 2.81042, 3.84078)
C (-3.59144, 2.73248, 3.78727)
C (-4.23610, 2.32127, 2.62269)
C (-3.49763, 1.98537, 1.50353)
C (-1.84144, 2.22260, -1.19674)
C (-1.41943, 3.48725, -1.58730)
C (-2.00600, 4.07323, -2.69843)
C (-2.98327, 3.38879, -3.40854)
C (-3.38469, 2.11810, -3.01356)
C (-2.81562, 1.52392, -1.89816)
H (-0.37407, 2.52932, 2.75053)
H (-1.71648, 3.14498, 4.74335)
H (-4.17769, 3.00579, 4.65432)
H (-5.31612, 2.27965, 2.58708)
H (-3.99589, 1.68809, 0.59060)
H (-0.65137, 4.01103, -1.03049)
H (-1.69301, 5.05890, -3.01392)
H (-3.43459, 3.84817, -4.27751)
H (-4.14603, 1.59125, -3.57231)
H (-3.11878, 0.53385, -1.58042)
C (-0.42677, -1.12320, -2.72850)
As (1.08521, -0.89982, -1.55897)
C (2.22072, -2.33537, -2.18556)
C (1.93350, 0.78350, -2.06837)
C (2.12860, 0.89053, -3.55248)
C (1.14053, 1.47538, -4.34178)
C (1.29926, 1.55854, -5.71584)
C (2.44635, 1.05491, -6.31503)
C (3.43499, 0.47373, -5.53543)
C (3.27686, 0.39016, -4.15933)
H (-0.07051, -1.03302, -3.75426)
H (-1.18956, -0.37796, -2.52941)
H (-0.83715, -2.11597, -2.55936)
H (2.49023, -2.11169, -3.21812)
H (1.63503, -3.25305, -2.15722)
H (3.11976, -2.47918, -1.59594)
H (2.87730, 0.85707, -1.52362)
H (1.28361, 1.58031, -1.69933)
H (0.24480, 1.87437, -3.87686)
H (0.53076, 2.02218, -6.32004)
H (2.57373, 1.12384, -7.38663)
H (4.33614, 0.09436, -5.99787)
H (4.06464, -0.04444, -3.55368)

Force components x, y, z for each atom (eV/Å):
Pd 0.889 0.165 0.182
N -0.118 -0.009 -0.082
C 0.094 0.048 0.218
N -0.054 -0.010 -0.079
C 0.046 -0.006 -0.061
N 0.007 0.007 0.026
N -0.002 -0.017 0.101
C 0.082 -0.051 -0.033
N -0.112 0.050 -0.307
C -0.001 -0.035 0.082
C -0.019 -0.005 -0.024
C 0.006 0.019 -0.016
C -0.005 -0.007 0.041
C 0.080 0.048 0.057
N -0.472 -0.061 -0.181
H -0.011 -0.006 0.000
H 0.066 -0.003 0.005
H -0.001 -0.001 0.001
H -0.003 -0.005 0.001
H 0.002 0.006 0.000
H 0.005 0.000 0.002
H 0.001 -0.008 -0.011
H 0.005 -0.017 -0.010
Cl 0.145 0.026 0.020
C -0.015 -0.249 0.133
Cl -0.248 0.015 -0.108
H -0.041 0.023 -0.045
H 0.017 -0.014 0.024
O -0.194 0.132 0.072
S -0.151 0.074 -0.034
C -0.019 -0.022 -0.023
C 0.031 -0.021 0.006
C 0.015 0.007 -0.001
C -0.023 -0.011 -0.002
C 0.016 0.017 0.025
C 0.049 0.018 -0.066
C -0.039 -0.017 0.023
C 0.014 -0.015 0.038
C 0.012 -0.004 -0.028
C 0.000 0.001 -0.004
C 0.004 0.016 -0.007
C -0.019 -0.041 0.070
H 0.008 -0.002 0.001
H 0.005 -0.001 0.004
H -0.004 -0.001 0.002
H -0.006 0.004 -0.002
H 0.005 -0.018 -0.041
H 0.010 0.005 0.002
H -0.002 0.005 0.003
H -0.003 -0.003 -0.002
H -0.002 -0.004 -0.005
H 0.009 0.016 0.007
C 0.056 0.027 -0.083
As -0.101 -0.136 0.240
C -0.041 0.005 -0.084
C 0.056 0.102 -0.029
C -0.044 -0.012 -0.009
C 0.019 -0.040 0.007
C 0.011 -0.010 -0.032
C -0.030 0.011 -0.009
C 0.024 -0.014 0.020
C -0.008 0.042 -0.018
H -0.031 -0.001 -0.006
H 0.047 0.040 -0.007
H 0.024 0.000 -0.043
H 0.003 -0.021 0.012
H -0.027 0.010 0.020
H 0.018 0.033 0.009
H -0.029 -0.039 -0.004
H -0.003 -0.050 0.024
H -0.015 0.024 0.024
H 0.005 0.000 -0.005
H -0.004 0.003 -0.003
H 0.003 -0.004 -0.001
H 0.005 -0.003 0.004